Record 1
Molecular formula: C3H13N4
Method: DFT, ωB97M-V/def2-TZVPD

Summary:
E_LUMO (eV): -2.89
Energy (eV): -9272.6053
Largest force on an atom (eV/A): 3.50
Gap between HOMO and LUMO (eV): 10.488
Net charge: +1
Energy above the lowest of the compared OMol25 structures with the same formula, charge and spin (eV): 4.939

Bonds (Å) are listed after each position.
Cartesian coordinates (Å):
1 C -1.9860 1.2497 -0.2960  C3 1.320, H8 1.090, H9 1.052
2 C -1.5937 -0.9191 0.9369  C3 1.541, H11 1.038, H12 1.112, H13 1.099
3 C -1.4908 0.0264 -0.2762  C1 1.320, C2 1.541, N4 1.446
4 N -0.5985 -0.3065 -1.3648  C3 1.446, H14 0.964, H15 0.991, H20 1.044
5 N 2.8704 -0.3391 0.0201  N7 1.423, H16 1.048, H17 1.012
6 N 1.0420 1.1575 0.3245  N7 1.490, H10 0.984, H18 1.056
7 N 1.4614 -0.2673 0.2074  N5 1.423, N6 1.490, H19 1.021
8 H -1.6866 1.7304 -1.2279  C1 1.090
9 H -2.5013 1.7162 0.4937  C1 1.052
10 H 1.4473 1.5811 1.1143  N6 0.984
11 H -0.8768 -0.6267 1.6287  C2 1.038
12 H -1.6158 -1.9982 0.6703  C2 1.112
13 H -2.5999 -0.9573 1.3772  C2 1.099
14 H -0.6369 0.3299 -2.0880  N4 0.964
15 H -0.7539 -1.2593 -1.5904  N4 0.991
16 H 3.3963 -0.1286 0.9023  N5 1.048
17 H 3.3282 -1.2092 -0.2211  N5 1.012
18 H 1.3503 1.7198 -0.5149  N6 1.056
19 H 1.1376 -0.7420 1.0518  N7 1.021
20 H 0.3419 -0.3879 -0.9186  N4 1.044

---

Record 2
Molecular formula: C3H13N4
Method: DFT, ωB97M-V/def2-TZVPD

Summary:
2S+1: 2
E_LUMO (alpha / beta) (eV): -8.92 / -12.32
Energy (eV): -9263.0629
Expectation value of S²: 0.76
Largest force on an atom (eV/A): 0.97
Gap between HOMO and LUMO (alpha / beta) (eV): 6.848 / 3.449
Net charge: +2
Energy above the lowest of the compared OMol25 structures with the same formula, charge and spin (eV): 1.100

Bonds (Å) are listed after each position.
Cartesian coordinates (Å):
1 C -1.7194 -1.0905 1.5912  N2 1.433, C3 1.529, H5 1.096, H6 1.105
2 N -2.3486 -2.3443 1.2966  C1 1.433, H7 1.010, H8 1.011
3 C -0.4318 -0.9737 0.7759  C1 1.529, N4 1.512, H9 1.091, H10 1.087
4 N 0.2041 0.3757 1.0213  C3 1.512, H11 1.041, H12 1.024, H13 1.024
5 H -1.4150 -1.0892 2.6436  C1 1.096
6 H -2.3289 -0.1814 1.4423  C1 1.105
7 H -3.1383 -2.5639 1.8864  N2 1.010
8 H -2.6261 -2.4044 0.3262  N2 1.011
9 H -0.6815 -1.0473 -0.2835  C3 1.091
10 H 0.2885 -1.7294 1.0795  C3 1.087
11 H 1.0239 0.5410 0.4020  N4 1.041
12 H -0.4909 1.1081 0.8494  N4 1.024
13 H 0.4827 0.4847 2.0011  N4 1.024
14 N 1.7374 2.4851 -2.5272  C15 1.290, H17 1.020, H18 1.022
15 C 1.6281 1.2824 -2.0733  N14 1.290, N16 1.350, H19 1.095
16 N 2.2947 0.8449 -0.9841  C15 1.350, H20 1.033
17 H 1.3673 2.7082 -3.4507  N14 1.020
18 H 2.4947 3.0876 -2.1996  N14 1.022
19 H 0.9671 0.5924 -2.6085  C15 1.095
20 H 2.6918 -0.0860 -1.1887  N16 1.033

---

Record 3
Molecular formula: C3H13N4P
Method: DFT, ωB97M-V/def2-TZVPD

Summary:
2S+1: 3
E_LUMO (alpha / beta) (eV): 1.10 / 0.17
Energy (eV): -18566.5198
Expectation value of S²: 2.01
Largest force on an atom (eV/A): 5.05
Gap between HOMO and LUMO (alpha / beta) (eV): 6.837 / 8.942
Energy above the lowest of the compared OMol25 structures with the same formula, charge and spin (eV): 0.000

Bonds (Å) are listed after each position.
Cartesian coordinates (Å):
1 C -1.3566 1.8382 -1.8573  N4 1.485, H9 1.175, H10 1.132, H11 1.199
2 C -2.3047 -0.3858 -0.1278  N6 1.405, H12 1.094, H13 1.098, H14 1.084
3 C 2.8429 0.4720 2.1167  N7 1.438, H15 1.197, H16 1.168, H17 1.020
4 N -1.3906 0.3760 -2.1155  C1 1.485, N6 1.342, H20 1.107
5 N 0.5871 -2.0703 0.1940  P8 1.663, H18 1.053, H19 0.943
6 N -1.2439 -0.4237 -1.0476  C2 1.405, N4 1.342
7 N 2.2127 -0.6236 1.4313  C3 1.438, P8 1.684, H21 1.019
8 P 0.5488 -0.7528 1.2084  N5 1.663, N7 1.684
9 H -2.1585 2.3291 -2.5621  C1 1.175
10 H -0.3535 2.2364 -2.1982  C1 1.132
11 H -1.4765 2.0696 -0.6866  C1 1.199
12 H -3.0080 -1.1087 -0.5526  C2 1.094
13 H -1.9362 -0.8882 0.7765  C2 1.098
14 H -2.7127 0.5928 0.0996  C2 1.084
15 H 3.6664 0.2078 2.9441  C3 1.197
16 H 3.4226 1.2901 1.5174  C3 1.168
17 H 2.1106 0.9321 2.6569  C3 1.020
18 H 0.4922 -2.9352 0.7863  N5 1.053
19 H -0.0687 -2.0674 -0.4830  N5 0.943
20 H -0.6748 0.0890 -2.9101  N4 1.107
21 H 2.8016 -1.1769 0.8097  N7 1.019

---

Record 4
Molecular formula: C3H13NO2
Method: DFT, ωB97M-V/def2-TZVPD

Summary:
E_LUMO (eV): 0.72
Energy (eV): -8906.6018
Largest force on an atom (eV/A): 1.43
Gap between HOMO and LUMO (eV): 10.003
SMILES string: CC(C)N.O.O
Energy above the lowest of the compared OMol25 structures with the same formula, charge and spin (eV): 0.824

Bonds (Å) are listed after each position.
Cartesian coordinates (Å):
1 C 0.3981 -1.6191 0.6222  C2 1.533, H5 1.082, H6 1.099, H7 1.097
2 C 1.4086 -0.4731 0.7419  C1 1.533, C3 1.517, N4 1.444, H8 1.091
3 C 1.8743 -0.1387 -0.6626  C2 1.517, H9 1.103, H10 1.081, H11 1.078
4 N 0.8214 0.5769 1.5398  C2 1.444, H12 1.005, H13 1.015
5 H 0.7995 -2.4420 0.0466  C1 1.082
6 H 0.1597 -1.9910 1.6283  C1 1.099
7 H -0.5569 -1.2397 0.2369  C1 1.097
8 H 2.2353 -0.9359 1.2834  C2 1.091
9 H 2.5399 0.7232 -0.8366  C3 1.103
10 H 2.3557 -1.0003 -1.1033  C3 1.081
11 H 1.0755 0.2188 -1.2913  C3 1.078
12 H -0.1528 0.7577 1.3686  N4 1.005
13 H 1.3362 1.4420 1.4121  N4 1.015
14 H -3.4633 1.1804 2.1416  O16 0.966
15 H -2.0476 1.7918 1.9660  O16 0.961
16 O -2.9848 2.0050 1.9833  H14 0.966, H15 0.961
17 H -1.3129 0.2276 -3.8887  O19 0.964
18 H -0.5965 -0.9348 -4.6216  O19 0.963
19 O -0.7839 -0.5667 -3.7515  H17 0.964, H18 0.963

---

Record 5
Molecular formula: C3H13NO2
Method: DFT, ωB97M-V/def2-TZVPD

Summary:
E_LUMO (eV): 0.66
Energy (eV): -8904.6143
Largest force on an atom (eV/A): 4.94
Gap between HOMO and LUMO (eV): 9.936
SMILES string: CN(C)C.O.O
Energy above the lowest of the compared OMol25 structures with the same formula, charge and spin (eV): 2.811

Bonds (Å) are listed after each position.
Cartesian coordinates (Å):
1 C 0.5266 -1.2280 -0.5821  N2 1.512, H5 1.162, H6 1.054, H7 1.157
2 N -0.3768 -0.0445 -0.8435  C1 1.512, C3 1.487, C4 1.545
3 C 0.0237 0.5662 -2.1393  N2 1.487, H8 1.107, H9 1.152, H10 1.040
4 C -1.8326 -0.5624 -0.8110  N2 1.545, H11 1.134, H12 1.115, H13 1.067
5 H 1.5933 -0.7823 -0.4675  C1 1.162
6 H 0.4302 -2.1336 -1.1120  C1 1.054
7 H 0.0516 -1.4907 0.4398  C1 1.157
8 H -0.4431 1.5693 -2.1845  C3 1.107
9 H 1.1625 0.7427 -2.1341  C3 1.152
10 H -0.1752 -0.0554 -2.9496  C3 1.040
11 H -2.5117 -0.1433 -1.6173  C4 1.134
12 H -2.2148 -0.1847 0.1662  C4 1.115
13 H -1.7936 -1.5991 -1.0617  C4 1.067
14 H 0.9586 -0.2572 1.2908  O16 1.095
15 H 0.9507 0.2524 2.7318  O16 0.989
16 O 1.0263 -0.6413 2.3143  H14 1.095, H15 0.989
17 H -0.0482 1.5943 0.7897  O19 0.944
18 H 0.8559 2.4243 1.7877  O19 0.946
19 O 0.4131 1.6062 1.6131  H17 0.944, H18 0.946

---

Record 6
Molecular formula: C3H13NO2
Method: DFT, ωB97M-V/def2-TZVPD

Summary:
E_LUMO (eV): 0.66
Energy (eV): -8906.3388
Largest force on an atom (eV/A): 1.55
Gap between HOMO and LUMO (eV): 8.921
SMILES string: CCNC.O.O
Energy above the lowest of the compared OMol25 structures with the same formula, charge and spin (eV): 1.087

Bonds (Å) are listed after each position.
Cartesian coordinates (Å):
1 C 0.9129 -1.0643 -1.5542  C2 1.517, H5 1.090, H6 1.081, H7 1.083
2 C 1.1582 -0.7943 -0.0814  C1 1.517, N3 1.451, H8 1.058, H9 1.109
3 N 1.6406 0.5522 0.1633  C2 1.451, C4 1.443, H10 1.012
4 C 2.2496 0.7500 1.4567  N3 1.443, H11 1.093, H12 1.099, H13 1.081
5 H 0.1993 -1.8718 -1.7145  C1 1.090
6 H 1.8363 -1.2920 -2.0687  C1 1.081
7 H 0.5243 -0.1510 -1.9883  C1 1.083
8 H 1.7940 -1.4750 0.4207  C2 1.058
9 H 0.2112 -1.0183 0.4504  C2 1.109
10 H 0.8326 1.1267 -0.0416  N3 1.012
11 H 2.0397 1.7496 1.8460  C4 1.093
12 H 1.8535 0.0668 2.2206  C4 1.099
13 H 3.3254 0.6544 1.4088  C4 1.081
14 H -3.8704 -0.9414 -0.7544  O16 0.965
15 H -5.1008 -0.5641 -1.5647  O16 0.960
16 O -4.3816 -0.1804 -1.0567  H14 0.965, H15 0.960
17 H -1.7656 1.1943 1.6872  O19 0.968
18 H -1.9284 2.0365 0.4221  O19 0.963
19 O -1.5310 1.2220 0.7487  H17 0.968, H18 0.963